(1)
{"formula": "C42H34N2O9", "method": "wB97M-V/def2-TZVPD", "symbols": ["C", "N", "C", "C", "C", "C", "O", "C", "O", "C", "C", "O", "C", "C", "C", "C", "C", "O", "N", "C", "O", "H", "H", "H", "H", "H", "H", "H", "H", "H", "H", "H", "H", "H", "H", "H", "H", "H", "H", "O", "C", "C", "C", "C", "C", "C", "C", "C", "O", "C", "C", "C", "C", "C", "C", "H", "H", "H", "H", "H", "H", "H", "H", "O", "C", "C", "C", "C", "C", "C", "C", "C", "O", "C", "C", "C", "C", "C", "C", "H", "H", "H", "H", "H", "H", "H", "H"], "positions_angstrom": [[-2.574750, -1.316348, 3.428012], [-1.638077, -0.745884, 2.451904], [-0.677472, 0.197574, 3.050235], [-0.280958, -0.078699, 4.500669], [0.388053, -1.231226, 4.903109], [0.776593, -2.261292, 3.850504], [2.000608, -2.918557, 4.111262], [3.113300, -2.070339, 3.945295], [4.212260, -2.631987, 4.604420], [4.012407, -2.750946, 5.992210], [5.312639, -3.217660, 6.686155], [4.997143, -4.289302, 7.594716], [0.728311, -1.449224, 6.208988], [0.428937, -0.529135, 7.184760], [-0.202779, 0.617557, 6.811174], [-0.563381, 0.827994, 5.492401], [-1.295007, 2.165766, 5.425378], [-2.031461, 2.577415, 4.567801], [-0.949353, 2.855619, 6.652089], [-0.640974, 1.820220, 7.627569], [-0.712461, 1.944839, 8.821184], [-2.140134, -2.109191, 4.050387], [-3.009598, -0.532353, 4.049338], [-3.400046, -1.775304, 2.875066], [-1.121337, -1.521055, 2.053547], [-1.109012, 1.198395, 3.028967], [0.221333, 0.234393, 2.425407], [0.003043, -3.037021, 3.910132], [0.715167, -1.857369, 2.835899], [3.387190, -1.995163, 2.887286], [2.950812, -1.056070, 4.344769], [3.246965, -3.479994, 6.271229], [3.726289, -1.790468, 6.450442], [5.997982, -3.630466, 5.941719], [5.741313, -2.428932, 7.298889], [4.949636, -5.087923, 7.062623], [1.244459, -2.348010, 6.517337], [0.716947, -0.687449, 8.217380], [-0.009554, 3.200786, 6.428771], [0.956639, -1.892816, 0.039080], [1.593242, -1.872793, -0.996600], [2.388209, -3.054875, -1.423534], [2.383089, -4.200658, -0.637123], [3.089014, -5.320399, -1.043023], [3.802349, -5.301270, -2.237298], [3.824129, -4.156277, -3.016206], [3.123264, -3.027970, -2.610633], [3.170271, -1.797513, -3.448995], [3.851649, -1.757050, -4.452087], [2.357368, -0.623261, -3.030028], [2.357995, 0.522255, -3.815947], [1.580694, 1.609995, -3.453845], [0.798390, 1.557541, -2.304919], [0.804086, 0.423905, -1.510654], [1.586527, -0.668429, -1.866138], [1.824244, -4.217090, 0.288910], [3.080755, -6.213293, -0.431528], [4.343681, -6.181555, -2.558683], [4.382964, -4.139319, -3.941969], [2.962332, 0.560713, -4.711914], [1.577757, 2.500183, -4.068949], [0.184566, 2.405264, -2.030029], [0.196842, 0.385304, -0.615814], [-1.339479, 3.206790, -5.306713], [-2.487449, 3.364589, -5.670184], [-3.525378, 3.856248, -4.723345], [-3.167078, 4.157006, -3.415043], [-4.114410, 4.650635, -2.534327], [-5.425139, 4.847759, -2.956990], [-5.791450, 4.534221, -4.254978], [-4.846275, 4.032363, -5.140794], [-5.258928, 3.682734, -6.527773], [-6.416982, 3.785083, -6.875026], [-4.216582, 3.210601, -7.480073], [-4.575111, 2.913105, -8.788754], [-3.610470, 2.503345, -9.693611], [-2.282322, 2.389305, -9.295056], [-1.922190, 2.671617, -7.988350], [-2.886857, 3.078192, -7.074734], [-2.146952, 4.008516, -3.088469], [-3.832391, 4.888020, -1.516743], [-6.161393, 5.244898, -2.270468], [-6.811456, 4.682287, -4.582481], [-5.606885, 3.006245, -9.099159], [-3.891074, 2.275509, -10.713722], [-1.528558, 2.077512, -10.006329], [-0.890283, 2.579637, -7.677986]], "atomic_forces_ev_per_a": [[-0.39, -0.12, -0.60], [0.35, -0.16, 0.59], [-0.11, 0.11, 0.18], [-0.15, 0.03, -0.70], [0.47, -0.30, -1.63], [-0.72, -0.41, 0.42], [-0.13, 0.46, -0.01], [0.77, -0.10, 0.03], [-0.32, -0.04, -0.31], [0.65, 0.24, 1.06], [-0.85, -0.98, -0.08], [0.21, 0.29, 0.03], [0.28, -0.52, 0.86], [0.26, -0.06, 1.08], [-0.75, 0.92, 0.41], [-0.82, 0.89, 0.02], [0.20, -0.90, -0.55], [0.65, 0.01, 0.79], [-0.16, 0.33, 0.12], [0.44, -0.75, 0.19], [0.16, 0.00, -1.07], [-0.01, 0.23, 0.21], [0.13, -0.03, 0.04], [0.05, 0.05, 0.06], [-0.05, 0.12, -0.28], [-0.03, -0.12, -0.08], [-0.08, -0.12, 0.01], [0.20, -0.10, -0.17], [0.40, 0.07, 0.08], [-0.04, -0.07, 0.05], [-0.39, -0.13, 0.04], [-0.05, 0.00, -0.36], [-0.15, 0.03, -0.37], [0.19, 0.60, -0.06], [0.25, -0.03, -0.21], [-0.08, -0.10, 0.11], [0.03, -0.10, -0.28], [-0.07, -0.05, -0.02], [-0.28, 0.81, 0.22], [-0.02, -0.02, 0.18], [-0.15, 0.03, 0.22], [0.06, 0.01, -0.10], [0.02, -0.15, 0.06], [0.03, 0.01, -0.05], [-0.04, 0.04, 0.05], [0.08, -0.17, -0.01], [-0.10, 0.03, 0.10], [0.17, 0.03, -0.28], [-0.02, -0.01, 0.02], [-0.05, -0.04, 0.11], [-0.04, 0.16, -0.05], [-0.01, -0.01, 0.03], [0.05, -0.01, -0.04], [-0.08, 0.15, 0.04], [0.06, -0.02, -0.11], [-0.04, 0.11, -0.03], [0.00, 0.01, 0.00], [0.00, 0.01, 0.01], [-0.03, 0.13, 0.00], [0.03, -0.13, 0.02], [-0.04, -0.02, -0.01], [0.00, -0.01, -0.01], [0.04, -0.12, 0.01], [0.02, 0.01, 0.02], [0.29, -0.05, 0.11], [-0.11, 0.00, -0.07], [-0.01, 0.06, 0.16], [-0.04, 0.01, -0.03], [0.06, -0.03, -0.01], [-0.09, 0.06, 0.14], [0.15, -0.01, 0.01], [-0.32, 0.03, -0.09], [0.03, 0.00, 0.00], [0.12, -0.01, 0.07], [0.00, -0.04, -0.18], [0.05, 0.00, 0.05], [-0.07, 0.01, 0.01], [0.09, -0.06, -0.14], [-0.13, 0.04, -0.03], [0.03, -0.02, -0.13], [0.00, 0.00, -0.01], [0.00, -0.01, 0.00], [0.04, -0.06, -0.11], [-0.02, 0.05, 0.12], [0.00, 0.00, 0.01], [0.00, 0.00, 0.01], [-0.05, 0.02, 0.13]], "orbital_gap_ev": 7.98, "e_homo_ev": -9.10, "smiles": "CNCc1c(COCOCCO)ccc2c1C(=O)NC2=O.O=C1c2ccccc2C(=O)c2ccccc21.O=C1c2ccccc2C(=O)c2ccccc21", "e_tot_ev": -65512.9263, "charge": 0}

=====

(2)
{"formula": "C3H2B3F7LaO3", "method": "wB97M-V/def2-TZVPD", "symbols": ["F", "C", "F", "F", "C", "F", "F", "C", "F", "F", "B", "O", "B", "O", "B", "O", "H", "H", "La"], "positions_angstrom": [[-0.481843, 2.090218, -0.072367], [-1.391923, 1.260527, -0.906448], [-2.614871, 0.940796, -0.134306], [-1.829505, 2.158286, -2.039418], [-0.643682, -0.026583, -1.592034], [-1.424656, -0.504864, -2.778307], [0.651519, 0.502253, -2.161246], [-0.305325, -1.262930, -0.570787], [-1.482237, -1.749687, 0.214548], [0.104211, -2.435065, -1.432072], [0.895469, -0.967989, 0.512550], [2.228692, -0.395546, 0.214798], [2.501454, 0.769242, 1.126188], [2.134332, 0.771556, 2.579381], [0.828444, 0.033746, 2.626171], [0.642118, -1.299630, 1.959197], [3.012894, 1.757901, 0.683314], [-0.075799, 0.586251, 3.185142], [-2.749291, -2.228481, -1.414303]], "atomic_forces_ev_per_a": [[-3.46, -4.08, -3.05], [-0.96, 6.07, -0.45], [3.88, -0.19, -2.53], [1.63, -3.94, 4.28], [3.36, 2.46, -1.65], [0.64, 0.16, 2.93], [-5.26, -2.57, 2.40], [3.37, -0.75, -2.35], [1.71, 0.79, 0.89], [-2.57, 2.71, 2.04], [5.47, 0.65, 5.20], [-5.30, 0.05, 1.05], [0.41, -0.36, 2.57], [-3.28, -2.74, -4.72], [2.96, 0.67, 0.94], [-0.36, 3.27, -4.52], [-0.14, -0.62, -0.02], [0.15, -0.53, -0.17], [-2.26, -1.04, -2.85]], "orbital_gap_ev": 4.75, "e_homo_ev": -20.64, "e_tot_ev": -31161.7734, "charge": 3}

=====

(3)
{"formula": "C13H9BF4LiN3O8", "method": "wB97M-V/def2-TZVPD", "symbols": ["Li", "O", "C", "C", "C", "C", "C", "C", "N", "H", "H", "H", "H", "H", "H", "H", "O", "C", "O", "C", "C", "C", "C", "C", "C", "O", "N", "O", "O", "N", "O", "O", "H", "H", "F", "B", "F", "F", "F"], "positions_angstrom": [[0.626480, -0.303568, -0.427012], [1.629159, -0.435776, 2.602214], [2.799302, -1.109379, 2.090009], [3.411008, -0.349918, 0.892861], [4.740830, 0.058079, 1.010202], [5.362339, 0.634600, -0.099407], [4.670747, 0.637627, -1.312893], [3.316873, 0.379714, -1.324375], [2.741091, -0.191363, -0.243545], [0.846323, -0.931231, 2.229942], [2.605905, -2.154000, 1.868526], [3.595276, -1.047373, 2.879968], [5.205279, 0.009290, 1.973806], [6.396084, 0.992478, -0.041058], [5.159992, 0.857718, -2.242453], [2.701721, 0.606393, -2.218131], [-1.912958, -3.043946, 1.077449], [-1.375611, -1.932751, 0.922618], [-0.105617, -1.689620, 1.019569], [-2.329478, -0.761147, 0.717345], [-3.710622, -0.975251, 0.659127], [-4.569419, 0.122179, 0.234562], [-4.055412, 1.363511, -0.117066], [-2.740956, 1.638350, 0.204192], [-1.799294, 0.622565, 0.640264], [-0.547113, 0.859494, 0.649283], [-2.332077, 3.027331, 0.163942], [-1.422415, 3.387008, 0.934184], [-2.722572, 3.666887, -0.802719], [-5.895115, -0.320949, 0.063272], [-6.767056, 0.472894, -0.235755], [-6.092376, -1.548724, 0.254116], [-4.061983, -1.957288, 0.934268], [-4.611232, 2.215818, -0.554335], [0.334862, -1.494839, -1.781132], [0.262276, -0.539210, -2.915358], [1.480834, -0.520210, -3.587837], [-0.025657, 0.736969, -2.339205], [-0.809425, -0.982380, -3.779438]], "atomic_forces_ev_per_a": [[-0.47, -0.16, 1.05], [0.92, -1.24, -0.42], [-0.31, 1.91, 0.72], [0.38, -1.10, 0.06], [-0.25, 1.03, -0.78], [0.07, -0.94, 0.04], [0.38, 0.61, 0.28], [-0.20, -0.73, 0.62], [-0.88, 0.88, -0.41], [0.18, 0.48, -0.24], [-0.13, -0.12, -0.29], [-0.69, -0.25, -0.44], [0.35, -0.02, 0.28], [-0.34, -0.22, -0.07], [0.20, 0.54, -0.19], [0.35, -0.56, 0.78], [0.30, 0.39, -0.25], [0.71, -0.54, 1.22], [-1.22, -0.40, -0.36], [-1.03, 0.98, 0.16], [2.45, 1.91, -0.13], [1.13, -2.23, 0.28], [-0.25, 0.93, 0.46], [-0.69, -0.25, 1.25], [2.11, -0.61, -1.59], [-1.84, 0.13, 0.26], [2.72, -1.14, -0.60], [-1.97, 0.09, -0.75], [-0.46, 1.02, 0.35], [0.26, -1.33, 0.24], [-0.76, 0.33, -0.27], [-0.99, 1.62, -0.43], [-0.09, 0.14, -0.38], [-0.03, -0.94, 0.41], [0.14, 0.97, -1.44], [-1.70, -1.02, 0.08], [-0.11, 0.03, -0.04], [0.45, -0.85, -0.32], [1.32, 0.67, 0.86]], "orbital_gap_ev": 6.49, "e_homo_ev": -2.18, "e_above_lowest_kcal_mol": 0.4, "e_tot_ev": -46234.1103, "charge": -2}

=====

(4)
{"formula": "C9H8N2", "method": "wB97M-V/def2-TZVPD", "symbols": ["N", "C", "C", "C", "C", "C", "C", "C", "C", "N", "C", "H", "H", "H", "H", "H", "H", "H", "H"], "positions_angstrom": [[0.618037, 2.761201, -2.198420], [0.390833, 1.773272, -1.637103], [0.135140, 0.607595, -0.882492], [0.656676, -0.751820, -1.132303], [-0.007217, -1.548899, 0.144773], [-1.485271, -0.923839, 0.022668], [-1.042834, 0.570879, -0.003394], [0.231894, 0.662434, 0.729118], [0.582210, 1.895864, 1.416189], [0.739693, 2.927668, 1.897589], [0.571963, -0.700715, 1.242959], [1.724890, -0.791407, -1.231765], [0.241145, -1.344186, -2.105198], [0.153516, -2.671544, 0.231129], [-1.803176, -1.079244, -1.051428], [-2.115722, -1.135699, 0.863830], [-1.789058, 1.335112, 0.184954], [0.430748, -0.845425, 2.323320], [1.766532, -0.741246, 1.185573]], "atomic_forces_ev_per_a": [[-0.33, -1.08, 0.46], [0.91, 1.62, -0.89], [0.48, 0.45, 1.74], [-2.17, -4.09, -2.10], [-0.34, 0.88, -0.99], [2.22, 0.57, -1.78], [-2.17, -1.54, 0.95], [0.09, 1.30, 0.23], [-0.43, -0.44, -0.60], [0.19, -0.14, 0.10], [4.80, 0.29, 0.53], [0.53, -0.04, 0.36], [0.78, 1.78, 1.97], [-0.38, 1.62, -0.39], [-0.64, -0.51, 1.58], [-0.65, -0.42, -0.04], [0.19, 0.13, -0.76], [-0.86, -0.14, -0.47], [-2.22, -0.26, 0.12]], "orbital_gap_ev": 10.66, "e_homo_ev": -10.16, "smiles": "N#C[C@]12C[C@@H]3C[C@H]1[C@@]2(C#N)C3", "e_above_lowest_kcal_mol": 63.8, "e_tot_ev": -12440.4201, "charge": 0}

=====

(5)
{"formula": "C2H9BeFeN4O3", "method": "wB97M-V/def2-TZVPD", "symbols": ["Be", "Fe", "O", "H", "C", "O", "N", "N", "H", "H", "H", "H", "C", "O", "N", "N", "H", "H", "H", "H"], "positions_angstrom": [[-22.898623, -6.584540, -19.041277], [-20.608854, -3.467215, -20.644036], [-21.383608, -4.841360, -19.460423], [-21.266377, -4.626826, -18.525579], [-19.804261, -1.746085, -18.193070], [-19.662112, -2.652509, -19.076343], [-19.158190, -0.585878, -18.201488], [-20.821197, -1.768607, -17.293520], [-18.353403, -0.372233, -18.775049], [-19.449218, 0.217947, -17.665608], [-21.092575, -0.867229, -16.931909], [-21.544320, -2.464273, -17.255160], [-21.785931, -5.670924, -16.144168], [-22.750809, -5.588148, -16.982286], [-21.931273, -5.590556, -14.833147], [-20.542509, -6.081016, -16.542836], [-22.773564, -5.247662, -14.390942], [-21.061540, -5.642606, -14.324151], [-19.803628, -6.381475, -15.925051], [-20.439327, -6.337095, -17.508527]], "atomic_forces_ev_per_a": [[1.86, 3.32, 2.42], [0.69, 0.14, 2.00], [-1.69, -1.91, -0.86], [0.00, 0.16, -0.02], [-2.01, 2.20, 0.04], [0.10, -0.88, -0.94], [0.95, -0.11, -0.58], [0.32, -0.13, -0.20], [-0.03, -0.51, -0.23], [-0.07, -0.26, 0.43], [-0.02, -0.14, 0.46], [0.15, -0.15, -0.28], [1.37, -2.67, 0.46], [-0.49, -0.57, -2.20], [-0.16, 0.82, -0.59], [-0.85, 0.63, -0.80], [0.00, -0.11, 0.05], [-0.33, 0.14, 0.63], [-0.08, 0.09, 0.18], [0.30, -0.08, 0.05]], "orbital_gap_ev": [5.14, 5.07], "e_homo_ev": [-20.41, -20.38], "multiplicity": 5, "s_squared": 6.01, "e_tot_ev": -49079.6581, "charge": 3}

=====

(6)
{"formula": "C4H5OTl", "method": "wB97M-V/def2-TZVPD", "symbols": ["H", "C", "C", "C", "C", "O", "H", "H", "H", "H", "Tl"], "positions_angstrom": [[-1.268864, -1.224142, 0.378077], [2.197987, -1.222289, 0.249333], [1.379978, -0.243666, 0.703839], [0.222476, 0.423563, -0.020634], [-1.115755, -0.063170, 0.472999], [-2.208925, 0.574151, 0.118225], [1.940735, -1.418278, -0.822109], [1.503580, 0.146511, 1.732442], [0.323459, 0.225152, -1.111836], [0.251118, 1.527315, 0.084764], [-3.225794, 1.274851, -1.785095]], "atomic_forces_ev_per_a": [[0.55, 1.80, 1.24], [-0.19, 0.43, 0.06], [0.56, -0.30, 0.04], [0.25, 0.53, 1.11], [-2.27, -0.95, -3.74], [2.01, -1.01, 1.25], [-0.11, -0.06, 0.05], [-0.10, -0.14, -0.22], [-0.50, -0.23, 0.25], [-0.10, -0.26, 0.00], [-0.08, 0.19, -0.05]], "orbital_gap_ev": [4.37, 4.39], "e_homo_ev": [-1.98, -1.98], "multiplicity": 2, "s_squared": 0.77, "e_tot_ev": -10965.2352, "charge": -1}

=====

(7)
{"formula": "H16O8", "method": "wB97M-V/def2-TZVPD", "symbols": ["O", "H", "H", "O", "H", "H", "O", "H", "H", "O", "H", "H", "O", "H", "H", "O", "H", "H", "O", "H", "H", "O", "H", "H"], "positions_angstrom": [[-0.315374, -0.482027, -1.320390], [0.653503, -0.217113, -1.404022], [-0.559401, -0.123778, -2.135587], [-1.484894, 1.695322, -1.710369], [-1.508479, 1.381172, -2.629338], [-2.244821, 2.390113, -1.819145], [-2.981274, -0.253561, 2.221729], [-3.786654, -0.767080, 2.143156], [-2.905727, 0.260895, 1.383488], [3.471183, -0.564663, 1.924834], [2.673275, 0.050938, 1.811891], [3.202832, -1.199988, 1.279203], [-0.557192, 1.085140, 0.970525], [0.168582, 0.587328, 1.439863], [-1.279702, 0.454884, 1.170639], [4.094684, -2.162253, -1.201805], [3.827236, -1.214600, -1.260001], [4.099574, -2.140419, -0.275145], [2.004912, 2.593597, -0.133902], [1.628958, 2.204878, 0.654996], [1.256407, 3.021125, -0.470260], [-3.823787, -1.991460, -0.493381], [-4.166684, -1.309186, -1.195431], [-4.324962, -2.739932, -0.752228]], "atomic_forces_ev_per_a": [[3.39, -0.85, 0.98], [-1.57, -0.68, 0.86], [-1.29, 0.51, -1.84], [-2.88, 2.53, -1.24], [0.23, -0.03, 0.19], [2.05, -1.57, 0.72], [0.46, 0.90, -0.74], [-0.09, -0.17, -0.29], [-0.72, -0.71, 0.95], [-2.00, 2.01, -0.03], [1.91, -0.87, 0.64], [0.01, -1.15, -0.55], [0.85, -1.28, 1.53], [-0.98, 0.88, -0.70], [0.62, 0.49, -0.38], [-0.70, 1.84, -1.40], [0.31, -0.75, -1.05], [0.53, -1.09, 2.38], [1.61, -0.95, 0.74], [0.04, -0.18, 0.35], [-1.75, 1.10, -1.17], [-0.57, 3.22, -1.87], [1.20, -1.72, 2.08], [-0.67, -1.47, -0.17]], "orbital_gap_ev": 10.62, "e_homo_ev": -10.71, "smiles": "O.O.O.O.O.O.O.O", "e_above_lowest_kcal_mol": 102.0, "e_tot_ev": -16637.5882, "charge": 0}

=====

Going through the records in order, we get F_max values of 0.0334; 0.1474; 0.0605; 0.0988; 0.0878; 0.0871; 0.0784 Eh/bohr.